1.
{
  "formula": "C20H24ClNO5P2Sn",
  "method": "ωB97M-V with the def2-TZVPD basis set",
  "mol_weight_g_mol": 574.53,
  "homo_ev": -14.06,
  "total_charge": 2,
  "e_tot_ha": -2563.7841,
  "symbols": ["H", "H", "C", "H", "N", "O", "H", "H", "C", "C", "H", "H", "O", "C", "H", "O", "Sn", "O", "H", "C", "H", "H", "C", "C", "C", "H", "H", "H", "C", "Cl", "C", "H", "H", "H", "H", "C", "C", "H", "C", "C", "C", "P", "C", "C", "H", "O", "H", "H", "H", "C", "P", "H", "C", "C"],
  "xyz": [[-0.799, 2.100, -3.149], [-6.002, -1.699, 2.075], [-1.629, -3.126, -2.192], [-1.245, -1.183, 0.487], [-2.999, -1.371, -1.344], [3.872, 2.012, 0.565], [-0.836, 3.406, 0.827], [-0.515, -4.828, -2.881], [-2.966, -4.954, -0.503], [-4.570, -1.681, 0.460], [-1.713, -6.441, -1.423], [1.870, -3.217, -2.640], [-0.291, 0.751, 3.126], [-0.881, -2.119, -3.038], [0.174, 3.105, -1.975], [3.859, 0.171, 2.098], [-0.163, -0.072, -0.273], [2.705, 2.195, 2.641], [-6.354, 0.777, 2.045], [-4.273, -3.048, 0.440], [-5.105, 2.211, 0.444], [1.695, -1.007, -4.171], [-1.305, -4.474, -2.212], [-2.685, -2.684, -1.352], [-4.059, 0.570, -0.462], [2.259, 0.185, -2.902], [-4.804, -3.716, 1.118], [0.678, 0.465, -3.776], [-3.266, 1.410, -1.435], [3.149, 1.335, 1.594], [-1.981, -5.390, -1.377], [-3.115, 0.871, -2.379], [-2.432, 3.841, 0.053], [-0.383, -2.575, -3.897], [-3.483, -5.651, 0.160], [-5.657, 0.313, 1.353], [-1.817, 3.025, 0.493], [-1.524, 3.613, -2.422], [-3.895, -0.841, -0.482], [-0.189, 0.535, 2.018], [1.387, -0.285, -3.389], [-1.563, 1.850, -0.859], [-3.340, -3.586, -0.455], [1.661, -2.689, -1.691], [1.157, -3.350, -0.972], [1.853, 0.776, 0.933], [-3.721, 2.395, -1.602], [2.577, -2.248, -1.260], [-2.352, 2.535, 1.320], [-0.835, 2.752, -2.258], [0.567, -1.373, -2.219], [-1.534, -1.291, -3.332], [-4.949, 1.128, 0.442], [-5.465, -1.061, 1.370]],
  "atomic_forces_ev_per_a": [[-0.045, 0.438, 0.362], [0.099, 0.301, -0.136], [0.484, -0.778, -0.433], [0.475, 0.003, -0.278], [0.637, 0.426, -0.221], [-0.605, -0.285, 0.430], [-0.524, -0.014, -0.008], [-0.267, 0.035, 0.219], [0.446, -0.712, -0.378], [0.204, 0.313, -0.289], [-0.085, 0.151, 0.059], [0.216, -0.085, 0.556], [0.232, -0.467, -2.009], [-0.238, 0.105, 0.550], [-0.446, -0.036, -0.307], [-1.135, 1.515, -0.759], [-0.396, -0.717, 2.038], [-0.146, -0.319, -0.586], [0.107, -0.136, -0.095], [-0.278, -0.116, -0.107], [-0.008, -0.358, 0.051], [0.115, 0.794, -0.021], [-0.030, 0.847, -0.059], [-0.766, 1.209, 0.805], [-0.572, 0.721, 0.342], [-0.289, -0.157, -0.384], [0.160, 0.114, -0.034], [0.415, -0.361, 0.022], [0.346, -0.543, 0.193], [1.863, -1.173, 0.388], [-0.790, 0.086, 0.722], [-0.246, 0.244, 0.107], [0.397, -0.411, 0.432], [-0.283, -0.109, -0.245], [0.242, 0.106, -0.240], [-0.047, -1.096, 0.221], [0.392, 0.076, -0.107], [0.649, -0.497, -0.150], [0.950, -1.266, -0.290], [0.086, 0.983, 2.636], [0.170, -0.540, -0.065], [-1.053, 1.136, -0.664], [0.261, 0.264, -0.283], [0.239, 0.180, -0.210], [0.186, 0.159, -0.258], [-1.485, -0.452, -0.729], [-0.002, -0.199, -0.074], [-0.288, -0.354, -0.199], [0.134, 0.233, -0.223], [-0.102, 0.238, 0.305], [0.356, 0.138, -0.021], [0.083, -0.223, -0.223], [0.669, -0.159, -0.648], [-0.488, 0.745, 0.297]]
}

2.
{
  "formula": "C20H24HoINOP2",
  "method": "ωB97M-V with the def2-TZVPD basis set",
  "mol_weight_g_mol": 648.20,
  "homo_ev": [-10.59, -10.59],
  "total_charge": 1,
  "s2": 6.005,
  "spin_multiplicity": 5,
  "e_tot_ha": -2834.7815,
  "symbols": ["C", "C", "H", "C", "C", "H", "H", "H", "H", "C", "H", "H", "I", "C", "C", "C", "H", "H", "H", "H", "H", "H", "C", "N", "O", "C", "P", "H", "H", "H", "C", "C", "H", "C", "C", "H", "C", "C", "H", "Ho", "C", "P", "C", "H", "H", "H", "H", "C", "H", "C"],
  "xyz": [[2.678, 0.593, -0.370], [3.078, -2.113, 1.592], [-3.991, -1.485, 1.621], [-2.074, 1.651, 0.491], [-0.700, 1.254, -1.612], [-1.148, 2.123, 0.858], [3.353, 0.918, 1.714], [2.691, -0.328, 3.998], [0.808, 0.581, -4.607], [3.098, 0.243, -3.144], [-3.888, 1.468, -3.833], [-0.105, -1.465, -0.652], [-2.018, -3.404, 3.132], [1.668, -0.571, 3.660], [1.805, 0.598, -2.706], [-3.818, -0.564, 1.040], [4.729, 0.074, -0.148], [-3.004, 1.222, 3.278], [3.256, 0.113, -4.218], [1.284, -1.497, 4.128], [0.950, 0.249, 3.853], [4.015, -1.712, 2.011], [-1.760, 1.121, -3.818], [0.379, 1.126, -0.818], [-2.679, -3.717, -0.926], [-1.980, 1.500, -1.019], [-2.104, 0.013, 1.361], [-2.983, 2.197, 0.796], [5.138, -0.177, -2.577], [-4.064, 1.757, -1.375], [-2.999, 1.385, -3.234], [2.439, 0.733, 1.127], [-1.200, 1.042, 3.376], [-3.101, 1.557, -1.828], [-0.588, 1.036, -3.039], [-2.251, -0.355, 3.763], [1.601, 0.812, -1.288], [4.148, 0.070, -2.244], [-4.528, 0.230, 1.335], [-0.434, -2.092, 1.061], [0.683, 0.714, -3.540], [1.806, -0.830, 1.862], [3.920, 0.224, -0.852], [3.164, -2.310, 0.507], [-3.910, -0.801, -0.032], [-1.667, 0.982, -4.899], [2.766, -3.045, 2.103], [-1.926, -3.101, -0.315], [1.614, 1.446, 1.303], [-2.150, 0.538, 3.124]],
  "atomic_forces_ev_per_a": [[0.707, -0.097, 0.347], [0.059, 0.224, 0.219], [-0.078, 0.430, -0.202], [0.482, -0.342, -0.324], [1.219, -0.647, -0.421], [-0.505, 0.143, -0.086], [-0.247, 0.532, -0.437], [-0.592, -0.008, 0.437], [-0.015, -0.113, -0.086], [1.499, -0.268, 0.108], [-0.097, -0.041, -0.204], [-0.053, -0.102, -1.346], [0.248, -0.020, -0.281], [0.424, 0.038, -0.112], [-0.655, 0.166, 1.047], [0.096, -0.121, 0.091], [0.078, -0.014, -0.061], [0.441, -0.250, 0.053], [0.075, -0.003, 0.350], [0.314, 0.478, -0.089], [0.550, -0.374, -0.004], [-0.048, -0.595, -0.231], [-1.491, 0.290, -0.304], [0.033, 0.239, 0.531], [2.149, 1.895, 1.582], [-0.715, 0.105, 0.050], [-1.060, 1.013, 0.256], [0.460, -0.103, -0.103], [0.162, -0.100, -0.229], [-0.041, -0.015, -0.059], [1.557, -0.275, -0.287], [-0.267, -0.513, -0.019], [-0.474, -0.079, -0.082], [1.016, 0.001, 0.374], [0.440, 0.006, 1.128], [-0.048, 0.420, -0.218], [-1.197, -0.122, -0.729], [-1.409, 0.263, -0.645], [0.204, -0.433, -0.201], [0.970, -0.247, 2.491], [0.000, 0.310, 0.222], [-0.232, 0.158, -0.526], [-0.970, 0.380, 0.047], [0.120, 0.164, 0.525], [-0.114, 0.190, 0.355], [-0.173, 0.047, 0.358], [0.369, 0.440, -0.137], [-3.829, -2.992, -3.249], [0.654, 0.009, 0.086], [-0.013, -0.068, 0.015]]
}